Computed, not measured: 13 unconnected molecules or ions with the total composition C72H162F8N13O16S8 in a non-equilibrium geometry, with ωB97M-V/def2-TZVPD.

XYZ file:
```
279
Properties=species:S:1:pos:R:3:forces:R:3
S -2.646684 6.457738 2.577015 5.251 -1.507 5.217
S -3.447712 7.018878 0.550044 -4.936 4.912 -8.637
S 7.671085 -1.477092 -1.318970 -0.239 -2.790 -2.737
S 3.358300 -9.235480 6.605366 1.580 1.422 2.460
S 8.611586 -0.151270 0.466966 -0.566 5.980 5.309
S -10.518163 -4.256345 1.273593 -5.696 6.038 1.259
S 3.828468 -9.863815 4.291131 -0.119 -0.189 -5.285
S -9.316888 -5.917020 0.149496 4.177 -3.778 -2.589
F 7.031349 -2.958669 -1.487643 0.623 0.460 0.641
F -4.400724 6.238005 -0.605115 0.287 0.638 0.048
F -7.733445 -6.147249 0.103816 0.868 -0.220 0.388
F 5.003397 -9.435357 3.173168 -1.197 -1.087 0.119
F -10.520064 -3.600122 2.751378 -0.058 -0.035 -0.051
F -2.778931 5.366370 3.719863 -0.765 -1.129 -0.438
F 3.714072 -7.788388 7.005965 1.662 2.015 2.061
F 9.555463 -0.397782 1.675311 0.780 -0.593 1.193
O -9.443079 -5.385428 -1.188640 -1.284 0.736 1.325
O 2.625166 -9.196133 3.777205 1.706 -2.061 0.118
O -9.769985 -7.263504 0.356904 -0.607 1.191 0.558
O 1.995134 -8.906857 6.341827 -0.966 -2.056 -0.822
O -4.348331 8.160278 0.879764 2.319 -2.582 -0.077
O 9.471048 0.571974 -0.399904 0.243 0.076 -1.741
O -10.616996 -3.024152 0.437523 0.700 -2.953 1.490
O -2.282750 7.308060 -0.246943 -0.347 -0.046 1.201
O 3.653842 -10.083247 7.780077 -0.056 1.227 -2.813
O -11.677867 -5.127512 1.289554 1.064 0.665 -0.465
O 7.570250 0.700012 1.110104 1.263 -2.112 -1.686
O -1.214433 6.412264 2.330095 -1.337 -0.141 -0.635
O 3.933422 -11.284908 4.519441 -0.979 0.476 -1.068
O -3.028005 7.597363 3.353107 -1.447 0.284 -1.285
O 8.767936 -1.544615 -2.323872 -2.893 0.897 1.959
O 6.425517 -0.705844 -1.491493 2.918 -0.491 0.299
N -7.786979 7.024517 -8.997586 -0.420 -3.407 0.475
N 4.573880 -9.079775 5.331607 -1.656 0.389 5.309
N -6.736632 -5.165552 9.973488 1.337 0.090 -1.592
N -11.492816 7.592923 1.515099 1.109 -1.341 1.704
N 8.504870 -8.151782 13.642735 1.076 -0.989 -0.631
N -9.190446 -4.955942 1.446870 1.029 -1.473 -1.901
N -2.988434 -7.856507 -12.658173 0.425 -0.491 -1.985
N 8.302493 -1.616310 0.210618 -2.226 -1.267 -3.422
N -2.020619 -1.360418 -0.175158 1.540 -1.007 1.928
N 6.304860 8.922414 7.569761 1.523 0.553 0.454
N 8.612128 -5.194784 -10.008634 1.184 -1.067 -1.855
N 9.452767 6.791135 -5.459820 0.725 -3.031 -1.883
N -3.480856 5.764198 1.371280 0.869 -0.555 4.523
C -6.708271 -3.919815 8.887411 -0.455 -1.035 3.188
C -9.830960 4.183496 -6.976060 1.087 -0.419 0.038
C -6.810904 8.451368 -7.294933 -0.505 0.748 0.532
C -1.779724 -0.437734 -1.328509 1.679 0.910 1.015
C 7.443403 -7.034297 13.626689 -0.275 -1.352 1.044
C 9.091745 -6.692332 -12.028192 0.022 1.717 -0.319
C 7.141903 6.916981 -4.288473 -1.395 -1.318 -0.955
C -10.200194 7.118369 3.716556 -1.395 2.320 -0.917
C -1.640992 -7.331097 -12.216043 -0.533 1.290 2.130
C -1.718014 -2.821579 -0.559350 -1.286 1.512 -1.564
C 9.982495 -7.227771 -10.839487 -2.993 1.869 -0.833
C -1.136130 -2.044765 2.343106 1.260 -0.226 -2.326
C 8.314840 -5.427096 -11.564248 -1.625 0.001 2.188
C -3.029181 -0.245734 -2.078473 -1.994 0.004 -0.010
C -1.755774 -5.783254 -12.340894 -1.277 -0.119 -1.329
C 8.295776 -9.484997 14.362345 -1.482 -0.429 0.511
C -10.805368 8.249630 2.850797 0.902 0.712 -2.301
C -8.138215 5.660810 -8.097845 -1.203 2.686 1.586
C -4.166158 -0.407813 -0.987897 0.257 -1.346 -0.834
C -4.450352 -8.240950 -9.208882 0.389 0.737 1.088
C -2.732156 -9.352826 -13.109340 -1.573 0.878 0.600
C -10.336269 5.886443 2.842138 0.336 -0.405 -0.624
C -2.786672 -5.622979 -13.534119 0.874 0.545 -0.142
C -3.489847 -1.061358 0.251552 0.484 -0.440 -0.809
C 8.789917 -10.096688 12.128671 -0.192 -2.000 -1.709
C 4.940805 8.415938 7.806618 -0.578 0.024 1.365
C -4.929595 -4.568359 11.563853 -4.224 2.498 1.840
C -11.759205 9.891283 0.432322 0.037 0.101 0.265
C 10.905285 6.155374 -5.320942 -1.069 0.151 -0.697
C -3.217135 -7.019203 -13.885848 -0.453 0.259 -0.538
C -8.020238 -5.935496 9.807112 -1.525 1.190 -0.229
C 7.295740 7.823865 8.082510 0.793 -0.063 -0.184
C -11.617898 8.388342 0.228760 -0.220 -0.120 -0.555
C 6.798878 -4.746774 12.797471 1.722 0.442 -0.786
C 5.049520 6.917133 7.879139 -0.414 -1.231 0.574
C 7.935239 -5.812949 12.989151 0.806 1.107 -0.270
C 9.275113 -6.544766 -9.626149 0.292 0.221 0.587
C 8.264357 11.723669 9.398925 -1.224 0.259 -1.906
C 6.494845 6.613735 8.428384 -1.346 -0.959 -1.228
C -9.324196 -5.176324 10.198792 -0.092 0.138 0.038
C -1.079464 -1.081379 1.025732 -1.389 1.753 0.789
C -6.244795 6.940519 -9.173092 0.630 1.202 1.454
C 6.080744 5.964110 -3.667136 1.453 -0.189 0.492
C -0.113912 -1.667318 3.465510 -1.842 0.525 0.126
C -6.438519 -4.781761 11.509587 -1.361 0.577 -1.079
C 8.678781 -8.646437 12.136284 -0.014 3.187 0.631
C 7.801514 10.904572 8.103223 3.521 0.495 1.043
C -10.681094 6.334978 1.349700 1.060 -0.295 1.051
C -5.530264 -6.127522 9.624208 -1.303 1.144 1.980
C 9.064659 6.175106 -6.844063 -0.302 1.988 -0.895
C -12.836776 7.136378 1.882790 -1.393 2.293 0.134
C 9.634940 4.794855 -7.039715 -0.801 0.107 1.230
C 7.376299 -4.983808 -9.083151 -0.541 1.095 -2.763
C 6.486602 9.121766 6.102969 1.748 0.066 -0.336
C -4.040016 -8.636268 -10.597813 0.076 -1.463 1.120
C -9.658860 5.521736 -7.701355 1.460 -0.893 -0.508
C 5.105650 -3.728175 -8.782924 0.201 0.102 0.385
C -5.654405 7.590889 -7.849744 -2.031 -0.053 0.345
C -12.068952 10.751468 -0.829712 2.213 -0.983 0.315
C -10.575301 -6.038093 9.970592 0.105 -0.944 -0.336
C 9.527936 8.274310 -5.491122 -0.654 -0.581 1.339
C -4.550497 -5.630198 10.723613 5.188 -2.412 -3.510
C -8.634978 6.920282 -10.275261 0.841 0.087 -0.151
C -7.992962 8.306838 -8.189646 0.199 0.490 -2.377
C -4.099367 -7.580900 -11.620069 -0.544 -0.312 -0.844
C 10.804607 4.775866 -6.029385 -0.193 -0.644 0.409
C 8.491281 6.191001 -4.391463 0.531 2.243 0.563
C 9.755456 -7.658542 14.279219 1.040 1.454 -0.345
C 6.407074 -3.814066 -9.563713 1.005 0.788 0.338
C 8.974528 -10.613661 13.544921 -0.733 0.333 0.027
C 6.514185 10.295593 8.278795 -3.145 -1.927 -0.462
C 9.641897 -4.068182 -9.873203 -0.706 -0.383 1.725
H -11.098350 5.278893 3.330203 0.172 -0.460 -0.604
H -3.964556 -7.301233 -8.946117 -0.014 0.229 0.094
H 5.444454 6.586391 -3.037844 -0.547 -0.559 -0.360
H -4.103174 -6.570145 -11.212071 0.994 0.063 -0.183
H -7.017473 -4.205014 7.881845 -0.231 -0.370 0.441
H -5.515573 -8.106698 -9.020833 -0.026 -0.109 -0.363
H 7.977461 11.472191 7.189469 -0.752 0.489 0.169
H -8.215942 7.549447 -11.060540 -0.029 0.385 0.329
H 8.789766 -5.486186 13.581704 -0.566 1.044 0.458
H 8.387915 -7.440571 -12.392688 -0.006 0.134 0.160
H -0.748350 -7.719007 -12.706764 -0.659 -0.335 -0.592
H -5.863767 5.935808 -9.356044 -0.601 -0.013 -0.012
H -3.667973 -9.835959 -13.390276 -0.215 0.420 -0.120
H -10.504397 -6.631916 9.059293 0.431 -0.100 -0.172
H 9.593784 -7.253719 15.278258 -0.542 -0.453 0.121
H 7.392803 -3.868848 12.543305 -0.286 0.471 0.321
H 7.239530 -5.601490 -11.526774 -0.049 -0.411 -0.280
H -3.561668 -0.407000 1.120326 0.656 -0.170 0.009
H 7.509677 9.475473 5.975269 0.100 -0.063 0.005
H -5.562914 6.944105 -6.977153 1.275 -0.622 -0.754
H -7.975818 -6.875877 10.356497 0.301 0.056 -0.037
H 9.538053 -10.330518 11.371230 0.620 -0.367 0.585
H -6.888581 -5.655123 11.981600 0.378 0.135 0.483
H 5.334293 -3.561291 -7.730334 -0.288 0.086 0.059
H -13.319138 6.713210 1.001682 0.020 -0.579 0.543
H -7.655361 4.731541 -8.400179 -0.059 0.457 -0.903
H 8.893413 4.037675 -6.784931 -0.013 -0.001 0.301
H 6.659617 5.323231 -3.002098 -0.195 -0.047 0.559
H 10.572360 4.015722 -5.283493 0.388 -0.126 -0.084
H 6.864662 -2.825451 -9.526865 0.443 0.056 0.803
H -12.958204 6.660721 2.855989 0.502 -0.546 -0.452
H 6.697186 -5.817173 -9.263172 0.698 -0.665 0.514
H -3.049977 0.775313 -2.459409 0.009 -0.134 -0.152
H -9.418343 3.357321 -7.555111 -1.027 -0.233 -0.737
H -5.092930 -7.635692 -12.064961 0.293 -0.054 -0.887
H -3.205742 -0.918013 -2.918094 0.192 -0.110 0.107
H -12.712989 11.607588 -0.628798 -0.196 -0.495 -0.398
H -0.959479 -3.020919 1.891432 0.487 -0.261 0.447
H 8.344834 -4.430603 -12.004921 0.902 -0.331 -0.439
H -1.555476 0.527997 -0.875548 0.057 0.061 0.325
H 8.884003 6.505786 -3.424621 0.915 -0.817 0.006
H -9.355119 5.411746 2.852541 -0.394 -0.588 -0.207
H -8.150594 -6.106495 8.738533 0.434 -0.464 0.001
H 9.995672 -10.913590 13.780323 0.069 0.689 0.300
H 10.980073 -6.896649 -11.128136 0.190 -0.888 0.923
H 7.941598 -10.573710 11.637853 -0.518 0.194 0.439
H 4.564021 -2.872921 -9.187001 -0.092 0.035 0.266
H 4.438726 -4.587076 -8.857696 0.244 -0.197 -0.123
H -10.267187 5.487870 -8.605178 -0.303 0.408 0.273
H 8.567388 10.143917 7.951708 0.061 -0.452 0.285
H -11.521542 -5.530058 9.784556 0.268 0.560 0.555
H -9.207906 7.467144 4.002595 0.126 -0.499 -0.190
H 7.855702 7.929545 9.011698 -0.165 1.920 -0.079
H 11.136468 6.259823 -4.260873 0.138 -0.722 -0.085
H 11.674193 4.476257 -6.614315 0.427 0.308 0.728
H 9.597622 -8.246944 -10.874819 1.715 -0.392 0.589
H 7.213436 -9.597417 14.425601 -0.139 -0.428 -0.593
H 10.548142 -8.404272 14.339597 -0.397 -0.229 -0.224
H -12.459714 7.958458 -0.314050 -0.495 0.160 0.383
H 9.092992 -3.129172 -9.802115 0.194 -0.024 -0.460
H -0.113604 -0.832496 0.586113 0.425 -1.057 0.285
H 6.217779 10.060827 9.301111 0.402 0.206 0.152
H 7.112540 7.739737 -3.574100 0.778 0.325 -0.563
H -3.629668 -4.948185 -13.385297 0.045 -0.157 0.655
H -10.853904 4.069108 -6.617449 0.181 -0.367 -0.251
H 0.805816 -2.213264 3.675603 -0.096 0.021 -0.834
H -5.236421 -6.016388 8.580459 0.144 0.465 0.267
H 8.081614 7.654785 7.346371 -0.431 0.163 -0.370
H 9.497168 8.496504 -4.424458 0.057 0.714 -0.084
H 5.617000 5.225628 -4.321114 -0.383 0.625 -0.256
H -4.871612 -3.543499 11.197256 0.747 -0.034 -0.485
H -7.710806 5.958991 -7.140499 0.547 -0.244 -0.086
H -6.946521 -3.855998 11.779728 -0.581 -0.316 -0.173
H 6.591354 6.412263 9.495248 -0.745 0.188 0.007
H -2.567651 -7.411951 -14.668179 -0.205 -0.128 0.033
H 6.787552 7.212621 -5.275961 -0.019 0.435 0.041
H -8.603327 5.918697 -10.704134 0.277 -0.191 0.497
H -10.818108 7.151019 4.613887 0.197 -0.770 0.096
H 7.830029 -4.936951 -8.093185 -0.665 0.242 0.112
H 10.095060 -4.229600 -8.895094 -0.046 0.172 0.143
H -5.904807 -7.148120 9.702916 0.208 0.043 0.455
H -0.682078 -3.011098 -0.840460 0.228 0.593 0.678
H -11.068728 11.104725 -1.080431 -0.088 0.813 -0.081
H -8.974883 8.487871 -7.752431 -0.004 -0.797 -0.058
H -2.214155 -2.758680 -1.527845 -0.548 -1.622 0.050
H -9.690209 7.145046 -10.120137 0.306 0.290 0.437
H 7.855104 -8.152306 11.621031 -0.295 -0.695 -0.048
H -0.865997 -0.656828 -1.880963 -0.176 -0.624 -0.015
H -2.224441 -5.292223 -11.488060 0.566 -0.225 0.246
H 8.618306 8.648540 -5.960831 0.358 0.225 -0.090
H -4.502032 -4.515033 12.565084 -0.210 -0.484 -0.021
H 9.848057 4.556256 -8.081709 0.494 0.526 0.089
H -3.012327 -8.998638 -10.572359 -0.023 -0.177 0.403
H 4.331978 6.586334 8.630009 -0.103 -0.120 -0.141
H 10.476290 8.629354 -5.894456 -0.365 -0.162 -0.320
H 10.495032 -4.040380 -10.551061 -0.664 -0.395 -0.593
H 8.390582 -11.521273 13.697709 -0.025 0.047 -0.020
H -4.076195 -8.946500 -8.467061 -0.172 -0.198 -0.136
H 8.717971 11.159267 10.213665 0.161 -0.114 -0.451
H 8.008629 6.300990 -7.082928 -0.230 -0.204 0.729
H 9.843081 -6.310159 -8.725885 0.513 -0.205 -0.262
H 4.592978 8.653752 8.811883 0.515 0.749 0.154
H -12.500771 10.101421 1.203051 -0.103 -0.197 0.066
H -10.069226 8.843240 2.308753 0.489 -0.063 0.515
H 5.674840 10.834463 7.839239 0.074 0.552 0.207
H -2.387405 -9.948405 -12.264046 0.609 0.365 -0.294
H 6.895161 5.710970 7.967009 -0.054 0.085 -0.214
H -1.450682 -0.070245 1.192769 0.216 0.157 1.147
H -5.838418 7.604623 -9.935934 -0.865 -0.119 -0.532
H -2.113074 -9.278509 -14.003383 0.274 -0.195 0.526
H 9.502900 6.866080 -7.564193 0.430 0.050 0.047
H -4.009349 -6.358140 11.328048 -0.523 -0.720 -0.438
H 8.521379 -6.044784 12.099891 -0.804 0.110 -0.809
H -9.754777 6.462135 0.789458 0.229 0.935 0.366
H 8.488177 -7.194934 -9.243898 -0.214 0.051 -0.397
H -6.505603 9.496940 -7.254268 -0.232 0.013 0.086
H -10.797181 10.211470 0.832425 -0.112 0.274 0.141
H 8.460643 5.106849 -4.499958 -0.045 0.222 -0.175
H 0.003216 -0.583991 3.437256 0.582 -0.034 0.001
H 5.888416 9.919224 5.662118 -0.581 -0.365 0.434
H 7.368295 12.208158 9.786791 0.074 0.165 0.187
H -4.729230 0.519925 -0.886248 0.409 -0.040 0.774
H -3.792629 -2.071950 0.525639 -0.901 0.356 -0.068
H 9.537444 -8.157544 11.676091 0.323 0.073 0.587
H 11.629191 6.754197 -5.873635 -0.421 0.440 -0.007
H -5.731542 -3.436536 8.863722 0.010 -0.366 0.259
H 10.154452 -6.790979 13.753626 0.082 -0.353 -0.377
H -4.672666 -9.483685 -10.861923 0.209 -0.138 -0.403
H -11.390607 8.985322 3.402468 -0.773 -0.400 -0.471
H 6.556525 -7.308715 13.055510 -0.029 -0.912 0.517
H -1.610315 -7.681437 -11.184331 0.552 0.283 0.135
H -2.062191 -3.522669 0.200998 -0.296 0.169 -0.473
H -11.184690 5.662280 0.655470 -0.649 -0.310 0.723
H 6.185916 -4.835812 11.900567 -0.034 -0.805 0.090
H -0.765889 -1.809660 4.327337 0.517 -0.016 0.496
H -9.927779 6.268113 -6.953888 -0.153 0.486 -0.657
H 7.236918 -6.779695 14.666233 -0.429 -0.454 0.057
H -12.197730 10.124089 -1.711706 -1.267 0.149 0.049
H -7.409865 -3.335518 9.482761 -0.094 0.763 -1.104
H -9.466229 -4.276909 9.599644 0.377 0.076 -0.112
H -0.840864 -5.281259 -12.655589 0.090 -0.267 0.546
H -10.830170 8.074064 -0.455943 0.720 0.485 0.455
H -4.901676 -1.138173 -1.325082 -0.032 0.125 -0.288
H -13.275857 8.122905 2.031358 -0.988 -0.169 0.072
H -10.716364 -6.771254 10.764745 -0.062 0.133 0.119
H 4.237222 8.944027 7.163036 0.119 -0.579 -0.426
H 6.146363 -4.502417 13.635684 0.355 -0.389 0.220
H -7.176271 8.194206 -6.300710 0.727 -0.222 0.238
H -2.309895 -5.199077 -14.417904 0.211 -0.006 0.066
H 4.746305 6.396078 6.971030 0.602 -0.013 -0.144
H 6.459316 8.178819 5.556895 -0.550 0.042 0.164
H 8.540044 -9.487633 15.424619 0.646 0.623 -0.167
H -4.838748 8.284223 -8.054882 0.305 -0.793 0.063
H 6.128676 -3.730737 -10.614266 0.321 -1.420 -0.411
H -4.250305 -6.970242 -14.229692 0.000 -0.803 0.141
H -9.287011 -4.848013 11.237502 0.028 -0.028 0.093
H -2.086025 -2.203429 2.853620 -0.431 0.845 -0.705
H 9.705324 -6.395331 -12.878730 0.082 -0.247 0.013
H -3.741880 -5.154090 10.169024 0.649 -0.691 -0.461
H -7.890574 9.033215 -8.995856 -0.245 0.300 -0.054
H -9.136608 4.025506 -6.150823 -0.187 0.873 0.697
H 8.876717 12.512357 8.961810 0.392 -0.059 0.759
```
Positions in Å, forces in eV/Å.

The orbital gap comes out at 0.2137 Ha. The value obtained for the max |F| is 11.09 eV/Å. The net charge is +5. The value obtained for the molecular weight is 1874.7 u. The value obtained for the LUMO energy is -0.2046 Eh.

These are the Mulliken partial charges, in e, on atoms 1 to 8:
1. S 1.1240
2. S 1.0533
3. S 1.0802
4. S 1.0199
5. S 1.0619
6. S 1.0610
7. S 1.0860
8. S 1.0608